ORCA calculation (the ωB97M-V functional and the def2-TZVPD basis) on a structure of composition C42H33FGdN5O9S3 in a non-equilibrium geometry.

The geometry in XYZ format:
```
94
Properties=species:S:1:pos:R:3
Gd 1.153 -0.050 -0.015
C -1.271 2.702 -2.067
C -0.943 1.241 -2.152
N 0.315 0.935 -2.283
N 0.565 -0.306 -2.821
C 1.765 -0.766 -2.880
S 3.171 -0.266 -2.059
S 2.025 -2.066 -4.055
C 0.316 -2.351 -4.668
C -0.086 -3.766 -4.453
C -0.088 -4.289 -3.163
C -0.419 -5.613 -2.949
C -0.758 -6.429 -4.019
C -0.766 -5.916 -5.305
C -0.428 -4.590 -5.519
C -1.995 0.229 -2.162
C -3.161 0.332 -2.908
C -4.052 -0.722 -3.001
C -3.754 -1.924 -2.364
C -2.651 -2.034 -1.558
C -1.757 -0.949 -1.364
O -0.816 -1.001 -0.506
H -1.922 2.972 -2.903
H -0.345 3.272 -2.127
H -1.794 2.945 -1.142
H 0.282 -2.070 -5.719
H -0.275 -1.654 -4.066
H 0.193 -3.643 -2.345
H -0.404 -6.019 -1.948
H -1.015 -7.466 -3.850
H -1.024 -6.550 -6.145
H -0.422 -4.191 -6.525
H -3.347 1.235 -3.481
H -4.953 -0.635 -3.594
H -4.402 -2.783 -2.500
H -2.418 -2.968 -1.068
C -4.067 3.439 4.593
C -3.027 4.487 4.189
C -3.720 5.681 3.533
C -2.682 6.717 3.128
C -1.708 6.071 2.185
C -1.070 6.818 1.217
C -0.173 6.207 0.351
F 0.447 6.992 -0.563
C 0.071 4.856 0.401
C -0.586 4.081 1.361
C -0.369 2.617 1.363
O 0.132 2.049 0.391
C -0.827 1.969 2.566
C -1.628 2.637 3.422
N -2.049 3.923 3.265
C -1.460 4.689 2.285
C -0.445 0.500 2.937
O -0.811 0.138 4.055
O 0.188 -0.136 2.073
H -4.937 3.932 5.023
H -3.674 2.739 5.325
H -4.378 2.875 3.717
H -2.499 4.839 5.088
H -4.444 6.110 4.229
H -4.250 5.335 2.643
H -2.155 7.085 4.015
H -3.158 7.577 2.649
H -1.251 7.880 1.137
H 0.777 4.377 -0.262
H -1.972 2.101 4.295
O 2.645 1.375 0.937
N 3.852 1.423 0.453
C 4.786 0.595 0.926
C 6.078 0.617 0.461
C 6.416 1.530 -0.537
C 5.450 2.372 -1.027
C 4.137 2.322 -0.541
S 2.886 3.289 -1.113
H 4.429 -0.106 1.667
H 6.798 -0.079 0.862
H 7.422 1.556 -0.928
H 5.663 3.067 -1.822
O 2.602 -1.534 1.250
C 2.014 -2.468 0.661
O 1.487 -2.345 -0.469
C 1.968 -3.830 1.314
C 2.679 -4.107 2.481
C 2.631 -5.365 3.045
C 1.860 -6.364 2.443
C 1.121 -6.082 1.293
C 1.182 -4.825 0.736
N 1.842 -7.671 2.985
O 1.149 -8.530 2.428
O 2.530 -7.910 3.983
H 3.262 -3.316 2.930
H 3.175 -5.604 3.947
H 0.515 -6.866 0.862
H 0.629 -4.573 -0.156
```

## Properties
2S+1 ... 8
Energy ... -126028.8421 eV
Frontier orbital gap (alpha / beta) ... 4.873 / 4.884 eV
Charge ... -2
LUMO energy (alpha / beta) ... 0.1094 / 0.1095 hartree
HOMO energy (alpha / beta) ... -1.90 / -1.91 eV

Atomic partial charges in e from the Löwdin method, atoms 1 to 4: Gd 1.590; C -0.021; C -0.294; N -0.012